# C3H6S

An isolated molecule of C3H6S (the ωB97M-V functional and the def2-TZVPD basis, the Open Molecules 2025 dataset).

Computed properties:
LUMO level ... 1.0211 eV
HOMO ... -8.361 eV
Net charge ... 0
Electronic energy ... -14041.7322 eV
Frontier orbital gap ... 9.4 eV

The geometry in XYZ format:
```
10
Properties=species:S:1:pos:R:3:forces:R:3
C -0.02548 -1.18539 0.34914 0.884 -3.549 1.779
C -0.85522 -0.56469 -0.72351 0.512 0.482 -2.096
C 0.43987 0.04438 1.10581 -2.136 0.702 0.243
H 0.76567 -1.71852 -0.20607 0.301 0.399 0.767
H -0.45437 -1.94547 1.06480 -0.128 0.452 -1.003
H -0.72293 -0.94951 -1.84773 -0.491 0.669 2.740
H -1.89185 -0.53371 -0.39407 -0.185 0.698 -0.469
H 1.45274 0.12436 1.44322 0.155 -0.171 0.961
H -0.44511 0.54490 1.66488 1.964 -1.498 0.426
S 0.24630 0.91951 -0.38210 -0.876 1.816 -3.348
```
Positions in Å, forces in eV/Å.